(1)
92
Properties=species:S:1:pos:R:3:lowdin_charge:R:1 method="wB97M-V/def2-TZVPD" e_homo_ha="-0.46688 / -0.46693" homo_lumo_gap_ev="5.72 / 5.91" charge=+2
Mo 0.04953 -0.21731 -1.13857 0.52
S -1.10315 0.32075 -3.02400 0.66
C -0.50432 -0.72771 -4.32397 -0.60
C -1.27782 -0.95202 -5.45647 -0.07
C -0.76844 -1.72338 -6.49192 -0.03
C 0.50885 -2.25761 -6.41370 -0.04
C 1.29358 -2.02839 -5.29409 -0.07
C 0.78220 -1.26189 -4.26272 -0.53
S 1.73983 -0.98206 -2.80151 0.97
C 2.34535 0.73314 -3.01663 -0.32
C 2.77971 1.15220 -1.63702 -0.33
C 3.90214 1.93007 -1.40745 0.02
C 4.30877 2.14483 -0.09932 0.01
C 3.64214 1.49605 0.92606 0.02
C 2.53458 0.70955 0.63022 -0.29
C 1.94956 -0.16650 1.69646 -0.32
S 0.37785 -0.94139 1.22826 0.87
C 0.68534 -2.68352 1.07809 -0.50
C 1.35170 -3.44280 2.02394 -0.07
C 1.40753 -4.82036 1.85309 -0.04
C 0.76453 -5.42590 0.78104 -0.04
C 0.06919 -4.66879 -0.14524 -0.08
C 0.04163 -3.28885 -0.00331 -0.60
S -0.78601 -2.30022 -1.22336 0.71
N 2.06044 0.62589 -0.62586 -0.06
H -2.27096 -0.52993 -5.52231 0.12
H -1.37674 -1.90790 -7.36562 0.12
H 0.89658 -2.85632 -7.22409 0.12
H 2.28861 -2.44487 -5.22568 0.12
H 1.52968 1.34360 -3.42046 0.08
H 3.19113 0.74629 -3.70440 0.11
H 4.45134 2.34025 -2.24074 0.13
H 5.16929 2.76279 0.11170 0.13
H 3.98204 1.56708 1.94834 0.14
H 1.80238 0.37130 2.63878 0.07
H 2.66428 -0.96750 1.90696 0.11
H 1.81319 -2.97336 2.88215 0.11
H 1.94485 -5.42449 2.56884 0.12
H 0.80513 -6.49818 0.66590 0.12
H -0.43001 -5.14320 -0.97647 0.12
C -0.49992 2.29878 2.48896 -0.45
C -1.15583 2.87306 1.24238 -0.39
As -1.65343 1.65397 -0.20613 1.21
C -2.02197 2.98809 -1.54074 -0.44
C -3.31375 3.48254 -1.68056 -0.08
C -3.55437 4.53928 -2.54931 -0.05
C -2.51125 5.10108 -3.26540 -0.06
C -1.21879 4.60748 -3.12152 -0.07
C -0.97487 3.55009 -2.26048 -0.16
C -3.36753 0.89354 0.23699 -0.40
C -4.09939 1.40497 1.30816 -0.13
C -5.35301 0.88648 1.59943 -0.05
C -5.88291 -0.12605 0.81780 -0.05
C -5.16531 -0.62251 -0.25941 -0.06
C -3.90908 -0.11392 -0.55431 -0.12
As -1.46774 0.89111 3.51238 1.28
C 0.06297 0.51578 4.67839 -0.42
C 0.88514 1.49921 5.21667 -0.11
C 2.00427 1.15634 5.95589 -0.07
C 2.30687 -0.17848 6.18562 -0.07
C 1.47765 -1.16730 5.68384 -0.09
C 0.36422 -0.82045 4.92943 -0.15
C -2.59552 2.00742 4.64552 -0.41
C -2.62880 3.39654 4.63559 -0.12
C -3.51295 4.08476 5.45342 -0.07
C -4.36929 3.39185 6.29508 -0.07
C -4.34826 2.00491 6.30794 -0.07
C -3.47517 1.31956 5.48069 -0.13
H -0.25965 3.12783 3.16557 0.06
H 0.47139 1.86659 2.23076 0.03
H -0.46946 3.56970 0.74111 0.08
H -2.05623 3.46215 1.45166 0.08
H -4.13716 3.04225 -1.12929 0.11
H -4.55948 4.92144 -2.66263 0.12
H -2.70269 5.92436 -3.93843 0.12
H -0.40423 5.04453 -3.68297 0.11
H 0.04222 3.17037 -2.15765 0.08
H -3.71548 2.20050 1.93029 0.08
H -5.91262 1.28084 2.43678 0.12
H -6.86196 -0.52445 1.04393 0.12
H -5.58381 -1.40855 -0.87286 0.11
H -3.36168 -0.50856 -1.40180 0.05
H 0.64390 2.54704 5.07912 0.10
H 2.63047 1.93124 6.37507 0.11
H 3.16781 -0.44268 6.78166 0.11
H 1.67697 -2.20868 5.90284 0.11
H -0.29283 -1.60004 4.55423 0.09
H -1.97165 3.97672 3.99408 0.09
H -3.52810 5.16560 5.43437 0.11
H -5.05255 3.92984 6.93667 0.11
H -5.01435 1.45647 6.95958 0.11
H -3.48377 0.23334 5.49105 0.10



(2)
92
Properties=species:S:1:pos:R:3:lowdin_charge:R:1 method="wB97M-V/def2-TZVPD" multiplicity=3 e_homo_ha="-0.26274 / -0.25386" homo_lumo_gap_ev="7.10 / 5.97" charge=0
Ni -0.66015 -2.07449 -0.65796 0.15
C 0.93633 -2.25187 2.17423 -0.37
C 1.92575 -1.82378 1.07118 -0.39
P 1.69828 -2.78699 -0.51447 1.08
C 1.31107 -1.50726 -1.83197 -0.37
C 0.40619 -2.00315 -2.89043 -0.13
C -0.06790 -1.21197 -3.85584 -0.02
C 0.19487 0.25361 -3.86215 -0.17
C 1.26775 0.76375 -2.85280 -0.14
C 1.77652 -0.25758 -1.87901 -0.07
C 3.44816 -3.01202 -1.06568 -0.36
C 3.71822 -4.07770 -1.92070 -0.10
C 4.98981 -4.26088 -2.44494 -0.09
C 6.01251 -3.38675 -2.10947 -0.09
C 5.75552 -2.32646 -1.25145 -0.09
C 4.48213 -2.13668 -0.73749 -0.11
P -0.83164 -2.56904 1.67126 1.06
C -1.46865 -2.88707 3.36362 -0.36
C -1.70336 -1.88280 4.29900 -0.09
C -2.12677 -2.20746 5.57875 -0.09
C -2.31329 -3.53664 5.93459 -0.09
C -2.08556 -4.54292 5.00760 -0.09
C -1.66959 -4.21756 3.72416 -0.10
C -1.59824 -0.94952 1.22644 -0.34
C -0.82036 0.32350 1.37671 -0.35
C -1.66650 1.62571 1.50361 -0.22
C -2.88303 1.28092 -0.68568 -0.06
C -3.24868 0.01173 -0.45698 -0.05
C -2.66108 -1.02770 0.38295 -0.12
H 0.98891 -1.56805 3.02569 0.08
H 1.22275 -3.24194 2.54500 0.08
H 2.93822 -1.99437 1.44085 0.07
H 1.79304 -0.76668 0.85429 0.03
H 0.28259 -3.07510 -2.97037 0.09
H -0.69063 -1.61289 -4.64725 0.12
H 0.38759 0.60281 -4.87808 0.15
H 2.10918 1.27938 -3.32361 0.15
H 2.52694 0.08224 -1.17330 0.09
H 2.91938 -4.76584 -2.17368 0.10
H 5.18726 -5.09300 -3.10906 0.10
H 7.00718 -3.53192 -2.51113 0.10
H 6.55309 -1.64556 -0.97959 0.10
H 4.30260 -1.29440 -0.08046 0.09
H -1.55768 -0.84242 4.02821 0.09
H -2.30771 -1.42519 6.30574 0.10
H -2.64338 -3.78642 6.93496 0.10
H -2.23704 -5.57881 5.28341 0.10
H -1.50549 -4.98864 2.97995 0.10
H -0.16615 0.26153 2.25476 0.13
H -1.03039 2.37134 1.99607 0.15
H -3.42189 1.81720 -1.46141 0.12
H -4.05560 -0.35809 -1.08104 0.12
H -3.15914 -1.98889 0.30610 0.10
N -0.01572 0.32404 0.14742 -0.13
P -0.13698 1.76017 -0.50031 1.04
C 0.21515 1.81010 -2.30488 -0.34
C 0.54021 3.21695 -2.70969 -0.08
C -0.16163 3.86886 -3.63645 -0.07
C -1.33677 3.28143 -4.28276 -0.08
C -1.69641 2.02096 -4.04567 -0.04
C -0.89060 1.12638 -3.16463 -0.20
C 1.01543 2.97451 0.27112 -0.26
C 2.25950 2.44533 0.61613 -0.07
C 3.22132 3.23011 1.23184 -0.07
C 2.94210 4.55620 1.52687 -0.08
C 1.69896 5.08470 1.21416 -0.07
C 0.74127 4.30513 0.58176 -0.07
C -1.89906 2.14591 0.06278 -0.37
C -2.91136 1.49410 2.31586 -0.02
C -3.75159 2.52455 2.57445 -0.09
C -3.72552 3.82477 2.01571 -0.06
C -3.09234 4.26822 0.83718 -0.10
C -2.33853 3.56894 -0.05884 -0.08
H 1.39869 3.67664 -2.23334 0.11
H 0.11921 4.87672 -3.91697 0.10
H -1.90996 3.90419 -4.95792 0.10
H -2.56672 1.58257 -4.52155 0.12
H -1.54045 0.48661 -2.57015 0.12
H 2.46157 1.39941 0.41624 0.08
H 4.18195 2.80436 1.49152 0.11
H 3.68983 5.17713 2.00323 0.11
H 1.46919 6.11240 1.46536 0.11
H -0.21741 4.73294 0.33920 0.09
H -3.11575 0.52528 2.75777 0.11
H -4.54558 2.34819 3.29308 0.10
H -4.36883 4.55135 2.49785 0.10
H -3.30000 5.29757 0.56001 0.10
H -2.11402 4.03613 -1.01449 0.11
F -2.56273 -3.09570 -2.34807 -0.03
C -1.69076 -3.58253 -1.36280 -0.55
F -1.07516 -4.64550 -1.98336 -0.01
F -2.55244 -4.19633 -0.47076 -0.03



(3)
96
Properties=species:S:1:pos:R:3:lowdin_charge:R:1 method="wB97M-V/def2-TZVPD" multiplicity=5 e_homo_ha="-0.38347 / -0.38573" homo_lumo_gap_ev="6.07 / 7.31" charge=+1
Mn 0.34674 -0.63694 0.25379 0.74
C 1.68383 -3.81817 -1.83986 -0.02
C 2.24469 -3.35863 -0.53652 -0.30
C 3.29638 -4.07660 -0.00386 -0.04
C 3.89738 -3.62507 1.16250 -0.03
C 3.39694 -2.50996 1.78572 -0.02
C 2.26153 -1.86192 1.26503 -0.43
N 1.72875 -2.27054 0.07125 0.06
N 1.59639 -0.82312 1.84490 -0.13
Si 1.82487 -0.45304 3.57680 0.50
C 3.44357 -0.89604 4.47093 -0.19
C 1.78407 1.38586 3.98648 -0.15
C 0.51102 -1.51138 4.44535 -0.16
H 1.67656 -4.90695 -1.88025 0.10
H 2.30342 -3.45763 -2.66167 0.10
H 0.67735 -3.45449 -1.96608 0.01
H 3.63754 -4.96548 -0.51408 0.12
H 4.74523 -4.15143 1.58097 0.12
H 3.86412 -2.13278 2.67442 0.06
H 4.34185 -0.56101 3.94723 0.04
H 3.54250 -1.95622 4.70673 0.03
H 3.41323 -0.35138 5.41762 0.04
H 2.80711 1.76642 4.01110 0.04
H 1.35390 1.49984 4.98488 0.05
H 1.22213 2.00912 3.30741 -0.03
H 0.95463 -2.45214 4.77869 0.03
H -0.33511 -1.75169 3.80444 0.01
H 0.12228 -1.00120 5.33017 0.03
F -5.57680 1.11618 -5.11895 0.17
C -4.61299 0.59513 -4.38545 -0.13
C -3.82383 -0.42800 -4.87807 -0.13
F -4.04622 -0.93030 -6.08173 0.15
C -2.80186 -0.94526 -4.09944 -0.20
F -2.15978 -1.99150 -4.62447 0.11
C -2.49500 -0.45908 -2.83180 -0.26
P -1.00238 -1.05192 -1.86831 1.08
C -1.65237 -2.72810 -1.46884 -0.36
C -1.60510 -3.89531 -2.22618 -0.10
C -2.19286 -5.05524 -1.74430 -0.05
C -2.83729 -5.06973 -0.51645 -0.05
C -2.91811 -3.90558 0.23109 -0.05
C -2.33352 -2.74414 -0.24766 -0.12
C 0.28894 -0.84113 -3.16337 -0.35
C 0.90958 0.40734 -3.04901 -0.12
C 1.82708 0.83809 -3.99361 -0.05
C 2.16047 0.01247 -5.05422 -0.05
C 1.59033 -1.24916 -5.14962 -0.05
C 0.65937 -1.67463 -4.21620 -0.10
C -3.38314 0.48947 -2.31811 -0.54
Br -3.33761 0.95315 -0.50045 1.01
C -4.40627 1.02148 -3.08533 -0.25
F -5.21809 1.93786 -2.57119 0.10
H -1.12183 -3.92824 -3.18955 0.10
H -2.14562 -5.95340 -2.34589 0.12
H -3.27992 -5.98387 -0.14436 0.11
H -3.43490 -3.89395 1.18138 0.11
H -2.45684 -1.82103 0.30642 0.05
H 0.67064 1.04522 -2.20213 0.04
H 2.27944 1.81636 -3.90030 0.12
H 2.88153 0.33822 -5.79191 0.11
H 1.86280 -1.91939 -5.95406 0.12
H 0.26147 -2.66858 -4.32161 0.09
C -2.76478 1.05490 4.46439 -0.06
C -2.03686 2.23231 4.35411 -0.06
C -1.20690 2.44470 3.26507 -0.12
C -1.05245 1.47115 2.27631 -0.32
C -1.76433 0.28301 2.43300 -0.19
C -2.62241 0.07060 3.50050 -0.08
Si -0.03304 1.74227 0.66521 0.73
C -1.03213 3.06739 -0.26914 -0.36
C -0.68139 3.45688 -1.56324 -0.11
C -1.35813 4.47390 -2.21658 -0.07
C -2.40653 5.12957 -1.58672 -0.07
C -2.77390 4.75281 -0.30327 -0.07
C -2.09950 3.72804 0.34382 -0.16
C 1.65276 2.59967 0.88817 -0.30
C 2.85985 1.91245 0.74029 -0.13
C 4.07098 2.53909 0.98603 -0.07
C 4.09120 3.86511 1.39474 -0.07
C 2.90151 4.56726 1.52847 -0.07
C 1.69264 3.94360 1.26138 -0.10
H -3.42878 0.89805 5.30384 0.11
H -2.11885 2.99103 5.12188 0.11
H -0.65529 3.37592 3.19789 0.11
H -1.62899 -0.51282 1.70276 0.03
H -3.17331 -0.85804 3.58485 0.11
H 0.13691 2.95753 -2.07340 0.08
H -1.06724 4.76278 -3.21874 0.11
H -2.94141 5.92019 -2.09594 0.11
H -3.59701 5.25172 0.19233 0.11
H -2.42196 3.43896 1.33408 0.09
H 2.84135 0.87365 0.43299 0.07
H 5.00182 1.99764 0.87199 0.11
H 5.03435 4.34826 1.61407 0.11
H 2.92050 5.60289 1.84243 0.11
H 0.76911 4.50670 1.34603 0.10



(4)
103
Properties=species:S:1:pos:R:3:lowdin_charge:R:1 method="wB97M-V/def2-TZVPD" e_homo_ha=-0.55681 homo_lumo_gap_ev=6.11 charge=+3
W 0.49012 -0.47814 0.06249 1.38
S -1.49133 -0.12905 -1.46934 0.86
C -2.24135 -1.61320 -1.83837 -0.54
N -3.16033 -1.72599 -2.75405 -0.06
C -3.59669 -3.04702 -3.23762 -0.06
C -3.67768 -4.02942 -2.10497 -0.06
N -2.44075 -3.98326 -1.31342 -0.08
C -1.98272 -5.21884 -0.65940 -0.10
C -0.67375 -5.71860 -1.23870 -0.24
C -0.27197 -5.41705 -2.53272 -0.05
C 0.91297 -5.93786 -3.03501 -0.07
C 1.70025 -6.76153 -2.24556 -0.06
C 1.30278 -7.06155 -0.94998 -0.05
C 0.12104 -6.54054 -0.44740 -0.03
C -1.79895 -2.85713 -1.10243 -0.56
S -0.53795 -2.74986 0.00343 0.88
C -3.80366 -0.57929 -3.43266 -0.08
C -5.25406 -0.50619 -3.02309 -0.23
C -5.61188 -0.52788 -1.67789 -0.05
C -6.94523 -0.44338 -1.31287 -0.06
C -7.92695 -0.33026 -2.28970 -0.05
C -7.57350 -0.30210 -3.62920 -0.04
C -6.23791 -0.39549 -3.99771 -0.03
H -2.87745 -3.36503 -3.99737 0.15
H -4.57074 -2.91962 -3.70513 0.15
H -3.78680 -5.03850 -2.49661 0.15
H -4.52202 -3.81735 -1.44317 0.15
H -2.78379 -5.94956 -0.76597 0.15
H -1.86648 -5.01424 0.40814 0.12
H -0.88000 -4.78786 -3.17318 0.10
H 1.20806 -5.71726 -4.05229 0.11
H 2.61437 -7.18227 -2.64187 0.12
H 1.91074 -7.70626 -0.33068 0.12
H -0.18226 -6.77849 0.56495 0.12
H -3.71041 -0.75815 -4.50524 0.15
H -3.24601 0.32323 -3.19082 0.09
H -4.85065 -0.59403 -0.90600 0.10
H -7.22393 -0.45784 -0.26808 0.11
H -8.96747 -0.26255 -2.00456 0.12
H -8.33564 -0.21246 -4.39047 0.12
H -5.96623 -0.37685 -5.04615 0.12
S -2.97874 5.80067 2.66639 1.12
N -3.17437 4.26107 3.09332 -0.19
C -2.38449 3.54143 2.30862 -0.30
C -2.24379 2.10030 2.35111 -0.05
C -2.95938 1.27471 3.22269 0.06
C -2.75049 -0.08390 3.16567 0.01
C -1.83005 -0.59638 2.25473 -0.10
N -1.13460 0.17504 1.42553 -0.08
C -1.34540 1.51408 1.45972 -0.14
C -0.59546 2.31897 0.50883 -0.14
N 0.23050 1.64774 -0.32854 -0.10
C 0.91747 2.33754 -1.24386 -0.08
C 0.81490 3.71667 -1.36822 0.02
C -0.01917 4.41216 -0.51763 0.07
C -0.74346 3.70658 0.44524 -0.05
C -1.65515 4.32140 1.38627 -0.30
N -1.90348 5.61960 1.48372 -0.19
H -3.65792 1.71624 3.92091 0.14
H -3.28046 -0.76060 3.82005 0.13
H -1.63604 -1.65644 2.20222 0.07
H 1.59405 1.77052 -1.86683 0.12
H 1.39605 4.22422 -2.12437 0.13
H -0.12214 5.48787 -0.58066 0.14
Cl 1.35548 -0.25266 -5.66565 0.76
C 1.81673 -1.02886 -4.20338 -0.63
C 2.76352 -2.04239 -4.18875 -0.03
C 3.06980 -2.60765 -2.96482 -0.01
C 2.43400 -2.16234 -1.82012 -0.10
N 1.52096 -1.17373 -1.82851 -0.08
C 1.22989 -0.62200 -3.01946 -0.19
H 3.23975 -2.36818 -5.10324 0.13
H 3.79586 -3.40416 -2.88571 0.13
H 2.65180 -2.61345 -0.86638 0.10
H 0.50757 0.17947 -3.04376 0.06
C -0.71201 -1.86398 7.16100 -0.02
C 0.06979 -2.02547 5.89371 -0.24
C -0.45943 -2.70999 4.79851 -0.02
C 0.27134 -2.87500 3.63688 -0.07
C 1.55252 -2.34129 3.55997 -0.29
C 2.11461 -1.67796 4.64298 -0.03
C 1.36484 -1.51751 5.79531 0.00
S 2.46081 -2.67298 2.10838 0.70
O 2.58200 -4.07606 1.90552 -0.21
O 1.80814 -1.95914 0.97798 -0.55
N 3.93749 -2.05128 2.29277 -0.10
C 4.51457 -0.75872 1.86539 -0.14
C 3.68753 0.49142 2.18185 -0.04
C 2.41787 0.46543 1.40664 -0.57
O 2.43256 0.35548 0.13376 -0.10
O 1.27843 0.35856 1.93473 -0.04
H -1.68401 -2.34856 7.09890 0.08
H -0.86516 -0.80813 7.38762 0.10
H -0.16961 -2.29760 8.00134 0.10
H -1.44536 -3.15055 4.87671 0.13
H -0.13075 -3.45782 2.81640 0.10
H 3.13167 -1.31614 4.60257 0.11
H 1.80363 -1.01097 6.64509 0.13
H 4.60802 -2.80636 2.37541 0.14
H 4.73793 -0.78745 0.79713 0.13
H 5.45561 -0.68193 2.40734 0.14
H 4.28329 1.34734 1.85677 0.15
H 3.46780 0.59522 3.24307 0.13



Calculated total energy, respectively: -215650.086 -125843.986 -187566.604 -125095.063 eV.